No. 1
Density functional theory data (ωB97M-V/def2-TZVPD) for a 2-piece molecular cluster, C12H18FIN3O2 overall.

ORCA input file:
```
! RIJCOSX wB97M-V def2-TZVPD def2/J DEFGRID3
* xyz 1 1
C -3.255 0.658 -3.570
C -2.144 1.633 -3.968
C -1.542 2.470 -2.866
I -3.021 3.591 -1.803
N -0.728 1.671 -1.891
C -0.142 2.252 -0.846
C 0.633 1.506 0.017
C 0.767 0.166 -0.242
C 0.123 -0.364 -1.366
C 0.242 -1.816 -1.741
C -0.836 -2.203 -2.729
O -1.965 -2.416 -2.472
F -0.322 -2.361 -3.972
N -0.600 0.392 -2.171
H -4.232 1.119 -3.677
H -3.158 0.325 -2.538
H -3.202 -0.234 -4.185
H -1.340 1.103 -4.477
H -2.526 2.362 -4.683
H -0.857 3.203 -3.282
H -0.323 3.308 -0.714
H 1.099 1.950 0.883
H 1.342 -0.457 0.426
H 0.120 -2.430 -0.851
H 1.235 -1.995 -2.150
C 1.556 -0.891 3.186
O 1.711 0.161 2.573
N 1.995 -1.111 4.424
C 1.782 -2.374 5.110
C 2.710 -0.043 5.110
H 1.025 -1.756 2.754
H 1.204 -2.220 6.021
H 2.736 -2.831 5.372
H 1.235 -3.054 4.461
H 2.079 0.840 5.202
H 3.605 0.234 4.555
H 2.992 -0.390 6.100
*
```

lowest unoccupied orbital energy = -4.685 eV

natural (NBO) population analysis, charges in e, atoms 1 to 4: -0.621 -0.456 -0.144 0.183


No. 2
Density functional theory data (ωB97M-V/def2-TZVPD) for C31H38AsN5OSeTi as an isolated structure.

ORCA input file:
```
! RIJCOSX wB97M-V def2-TZVPD def2/J DEFGRID3
* xyz -1 2
Ti -0.195 -0.842 -0.501
C 0.672 2.394 2.651
N 1.378 1.561 1.690
C 2.469 2.281 1.080
C 1.674 0.286 2.245
C 2.911 0.012 2.820
C 3.164 -1.203 3.444
C 2.155 -2.153 3.509
C 0.927 -1.898 2.921
C 0.663 -0.696 2.260
N -0.528 -0.505 1.538
C -1.724 -0.841 2.114
C -1.967 -0.806 3.501
C -3.223 -1.065 4.015
C -4.289 -1.365 3.174
C -4.064 -1.409 1.805
C -2.808 -1.163 1.277
N -2.555 -1.238 -0.158
C -2.925 -2.571 -0.677
C -3.373 -0.251 -0.897
H 1.311 2.628 3.522
H 0.367 3.324 2.174
H -0.222 1.879 3.000
H 3.190 2.697 1.808
H 2.998 1.626 0.388
H 2.053 3.113 0.508
H 3.683 0.772 2.799
H 4.135 -1.398 3.885
H 2.333 -3.108 3.989
H 0.163 -2.664 2.908
H -1.147 -0.562 4.164
H -3.376 -1.025 5.087
H -5.274 -1.564 3.576
H -4.881 -1.650 1.136
H -4.013 -2.708 -0.635
H -2.594 -2.644 -1.711
H -2.428 -3.340 -0.095
H -4.439 -0.495 -0.806
H -3.204 0.750 -0.518
H -3.083 -0.282 -1.947
C -1.703 4.788 0.900
C -0.906 4.832 -0.240
C -0.574 3.676 -0.924
C -1.014 2.420 -0.472
C -1.783 2.384 0.698
C -2.136 3.550 1.357
N -0.759 1.238 -1.179
N -0.570 1.487 -2.474
C -0.487 0.343 -3.225
C -0.330 0.494 -4.618
C -0.322 -0.615 -5.440
C -0.468 -1.889 -4.890
C -0.576 -2.027 -3.506
C -0.573 -0.942 -2.627
H -1.976 5.697 1.421
H -0.546 5.787 -0.609
H 0.019 3.714 -1.826
H -2.104 1.434 1.096
H -2.748 3.482 2.250
H -0.245 1.497 -5.021
H -0.216 -0.493 -6.513
H -0.479 -2.763 -5.531
H -0.630 -3.030 -3.090
C 2.694 -2.591 -2.635
As 2.855 -0.988 -1.602
C 3.453 0.289 -2.899
C 4.220 -1.310 -0.300
O 1.629 -0.178 -0.797
H 3.616 -2.630 -3.222
H 1.826 -2.510 -3.284
H 2.583 -3.445 -1.977
H 3.595 1.254 -2.416
H 4.372 -0.042 -3.381
H 2.647 0.378 -3.630
H 4.512 -0.361 0.146
H 5.078 -1.811 -0.746
H 3.765 -1.934 0.470
Se 0.349 -3.064 -0.306
*
```

lowest unoccupied orbital energy (alpha / beta) = 2.483 / 2.482 eV
relative energy (zero: lowest compared OMol25 entry of this formula, charge and spin) = 0.00 kcal per mole

Mulliken population analysis, charges in e, atoms 1 to 4: -1.343 -1.324 1.412 -1.079


No. 3
Density functional theory data (ωB97M-V/def2-TZVPD) for a 2-piece molecular cluster, C4H11NO overall at a distorted geometry.

ORCA input file:
```
! RIJCOSX wB97M-V def2-TZVPD def2/J DEFGRID3
* xyz 0 1
C -1.136 -0.543 1.819
C -1.422 0.755 1.160
O -0.663 1.677 1.283
N -2.677 0.752 0.481
H -1.279 -0.565 2.905
H -0.071 -0.746 1.657
H -2.928 1.601 0.006
H -3.023 -0.138 0.184
H -1.651 -1.416 1.403
C 1.288 -0.273 -0.852
C 2.382 -0.117 -1.968
H 1.806 0.144 0.019
H 0.976 -1.288 -0.619
H 0.490 0.467 -0.976
H 3.333 -0.049 -1.427
H 2.246 0.794 -2.542
H 2.328 -1.056 -2.534
*
```

lowest unoccupied orbital energy = 0.892 eV
relative energy (zero: lowest compared OMol25 entry of this formula, charge and spin) = 13.59 kcal per mole
SMILES string = CC(N)=O.CC

natural (NBO) population analysis, charges in e, atoms 1 to 4: -0.730 0.686 -0.588 -0.852


No. 4
Density functional theory data (ωB97M-V/def2-TZVPD) for C19H21AuN2O2 as an isolated structure at a distorted geometry.

ORCA input file:
```
! RIJCOSX wB97M-V def2-TZVPD def2/J DEFGRID3
* xyz 0 1
Au -0.258 0.559 0.411
O 1.805 -0.237 0.681
N 2.297 -0.358 1.858
N 1.441 -0.422 2.792
O 0.159 -0.326 2.615
C 1.936 -0.575 4.136
C 1.008 -0.682 5.158
C 1.455 -0.823 6.465
C 2.811 -0.853 6.743
C 3.729 -0.747 5.705
C 3.301 -0.607 4.396
H -0.043 -0.648 4.917
H 0.734 -0.905 7.267
H 3.157 -0.952 7.764
H 4.790 -0.771 5.915
H 4.006 -0.521 3.584
C -2.247 0.164 0.124
C -1.972 -1.269 0.226
C -1.967 -1.918 1.468
C -1.707 -3.272 1.546
C -1.438 -3.993 0.389
C -1.425 -3.364 -0.850
C -1.682 -2.009 -0.932
H -2.776 0.653 0.935
H -2.526 0.545 -0.852
H -2.144 -1.340 2.365
H -1.702 -3.766 2.507
H -1.233 -5.054 0.454
H -1.211 -3.930 -1.746
H -1.667 -1.504 -1.890
C 1.005 5.702 0.236
C -0.174 5.088 -0.529
C -1.485 5.731 -0.055
C 0.002 5.319 -2.034
C -0.229 3.641 -0.257
C -0.190 2.453 -0.054
H 1.034 6.782 0.073
H 1.948 5.272 -0.102
H 0.910 5.513 1.305
H -1.454 6.810 -0.221
H -1.640 5.547 1.009
H -2.335 5.319 -0.599
H 0.034 6.390 -2.245
H -0.825 4.878 -2.592
H 0.930 4.867 -2.386
*
```

lowest unoccupied orbital energy = -1.303 eV
relative energy (zero: lowest compared OMol25 entry of this formula, charge and spin) = 26.42 kcal per mole

natural (NBO) population analysis, charges in e, atoms 1 to 4: 1.142 -0.603 0.138 0.159


No. 5
Density functional theory data (ωB97M-V/def2-TZVPD) for a 8-piece molecular cluster, C31H49N7O3 overall at a distorted geometry.

ORCA input file:
```
! RIJCOSX wB97M-V def2-TZVPD def2/J DEFGRID3
* xyz 0 1
C 2.375 1.395 -5.047
O 3.100 0.365 -4.295
C 2.862 0.348 -2.862
C 3.936 -0.422 -2.120
N 3.483 -0.802 -0.709
H 2.537 -0.857 -0.676
H 3.809 -1.701 -0.540
C 3.902 0.198 0.395
C 3.018 0.134 1.657
O 3.545 0.998 2.627
C 2.973 1.008 3.855
H 1.308 1.395 -4.781
H 2.466 1.143 -6.023
H 2.963 2.367 -4.896
H 1.909 -0.110 -2.600
H 2.663 1.410 -2.409
H 4.675 0.324 -2.304
H 4.212 -1.391 -2.591
H 3.705 1.263 -0.210
H 5.064 0.243 0.544
H 2.914 -0.644 2.111
H 2.102 0.561 1.391
H 1.935 0.758 3.965
H 3.005 1.822 4.539
H 3.519 0.405 4.576
C 0.017 0.155 -0.634
O 0.674 -1.065 -0.340
H 0.575 0.955 -0.385
H -0.795 0.170 -0.059
H -0.109 0.289 -1.686
N 0.525 -2.785 -2.250
C 0.209 -4.036 -1.785
C 0.436 -5.005 -2.645
C 0.657 -4.272 -4.059
C 0.849 -2.963 -3.698
H 0.571 -1.796 -1.702
H -0.109 -4.121 -0.807
H 0.262 -6.038 -2.473
H 0.656 -4.790 -4.982
H 1.010 -2.020 -4.347
N -2.517 -3.834 1.625
C -3.371 -4.972 1.803
C -4.204 -5.196 0.776
C -3.750 -4.062 -0.275
C -2.767 -3.356 0.329
H -1.695 -3.715 2.147
H -3.320 -5.645 2.694
H -4.893 -5.958 0.870
H -4.214 -3.997 -1.131
H -2.080 -2.443 -0.130
N 0.169 -2.328 1.916
C 0.468 -3.626 2.350
C 0.249 -3.680 3.687
C -0.170 -2.287 4.144
C -0.237 -1.557 3.028
H 0.261 -1.895 1.032
H 0.703 -4.297 1.627
H 0.397 -4.526 4.329
H -0.517 -1.801 5.051
H -0.536 -0.516 3.165
N -2.157 2.364 2.425
C -0.745 2.388 2.545
C -0.421 3.259 3.446
C -1.738 3.836 3.938
C -2.786 3.223 3.294
H -2.615 1.810 1.759
H -0.113 1.925 1.810
H 0.454 3.368 3.649
H -1.817 4.480 4.851
H -4.069 3.275 3.271
N 0.080 5.101 -1.211
C 0.683 5.884 -2.297
C 0.834 4.973 -3.337
C 0.559 3.555 -2.741
C 0.123 3.766 -1.424
H -0.297 5.585 -0.286
H 0.672 6.956 -2.367
H 1.475 5.209 -4.123
H 0.412 2.692 -3.081
H -0.432 3.106 -0.738
N -4.396 1.215 0.623
C -3.446 0.902 -0.281
C -3.131 2.086 -0.913
C -4.006 3.179 -0.238
C -4.721 2.514 0.763
H -4.685 0.527 1.335
H -3.212 -0.043 -0.758
H -2.563 2.357 -1.727
H -3.737 4.182 -0.391
H -5.556 3.130 1.387
*
```

lowest unoccupied orbital energy = 0.042 eV
relative energy (zero: lowest compared OMol25 entry of this formula, charge and spin) = 59.62 kcal per mole

Mulliken population analysis, charges in e, atoms 1 to 4: -0.589 -0.451 0.633 -0.808


No. 6
Density functional theory data (ωB97M-V/def2-TZVPD) for Br9Cl6O24Sr6 as an isolated structure at a distorted geometry.

ORCA input file:
```
! RIJCOSX wB97M-V def2-TZVPD def2/J DEFGRID3
* xyz -3 1
Sr 1.067 2.335 3.153
Sr 2.939 -1.825 -4.309
Sr 5.246 -0.127 0.869
Sr -2.510 2.135 -1.099
Sr 1.524 -3.285 4.309
Sr 0.558 -4.898 -0.823
Cl -2.696 -2.964 3.808
O -1.369 -3.208 4.327
O -3.299 -1.645 3.940
O -2.540 -3.022 2.373
O -3.551 -4.097 3.945
Cl 1.707 6.064 2.517
O 2.251 7.066 1.659
O 0.944 6.866 3.384
O 0.966 4.862 2.218
O 2.681 5.362 3.213
Cl 1.134 3.258 -1.732
O 0.865 3.040 -3.092
O 1.733 4.531 -1.610
O 0.071 3.146 -0.826
O 2.268 2.393 -1.411
Cl -0.508 -0.964 -5.172
O 0.247 -1.449 -4.037
O 0.310 -1.440 -6.278
O -1.717 -1.516 -5.312
O -0.806 0.365 -5.218
Cl -5.033 -0.800 -0.032
O -6.376 -0.627 -0.506
O -4.112 0.004 -0.909
O -5.009 -0.163 1.233
O -4.460 -2.081 0.073
Cl 0.265 -0.722 -0.262
O 0.699 0.281 0.650
O -1.073 -0.511 -0.754
O 1.262 -0.824 -1.254
O 0.230 -2.058 0.249
Br 4.889 -1.900 -2.125
Br -2.146 -4.813 -1.930
Br 3.283 -2.139 2.388
Br -1.926 2.007 2.128
Br 1.047 -5.518 2.033
Br 0.741 -0.227 5.024
Br 2.073 -4.353 -3.307
Br 3.727 1.166 -4.444
Br 4.404 2.296 2.952
*
```

lowest unoccupied orbital energy = 2.905 eV

Mulliken population analysis, charges in e, atoms 1 to 4: 1.527 1.074 1.487 1.521


It is found that the energy values, taken in the order of the records, are -1180.1220, -7039.8575, -288.9954, -1132.0456, -1819.0537, -27916.5233 hartree.